# 1
ORCA calculation (ωB97M-V/def2-TZVPD) on a cluster of 2 separate species, C5H12N4 in total.

```
21
Properties=species:S:1:pos:R:3
H -2.7612 -1.0527 -0.3413
N -0.2930 0.8873 1.3960
C 2.1777 0.1376 -0.0839
H -0.0041 0.7231 2.3460
C -2.5140 -0.0621 -0.7135
H -0.0166 1.7672 0.9912
H -1.1063 2.1093 -0.9583
N -0.2317 -1.3676 1.0987
N -0.6773 1.3424 -1.4654
H -0.6138 -0.7052 -1.5418
C 2.7061 -0.9946 0.6410
H 2.4915 -1.9113 0.0923
N 2.0642 1.0608 -0.7713
H -0.3477 -2.1171 0.4215
H 3.7842 -0.8805 0.7602
H -2.8753 0.6757 0.0014
H -3.0139 0.0962 -1.6666
C -0.3144 -0.2056 0.5787
H 2.2168 -1.0705 1.6103
H 0.3388 1.4828 -1.5011
C -1.0099 0.0847 -0.8944
```

Its relative energy (zero: lowest compared OMol25 entry of this formula, charge and spin) is 15.3 kcal per mole. The value obtained for the HOMO-LUMO gap is 9.49 eV. As for the LUMO energy: 0.81 eV. As for the molecular weight: 128.18 g mol⁻¹. As for the total charge: 0. As for the SMILES: [H]/N=C(/N)[C@@H](C)N.CC#N.


# 2
ORCA calculation (ωB97M-V/def2-TZVPD) on a cluster of 14 separate species, C76H150F15N11O22S5 in total.

```
279
Properties=species:S:1:pos:R:3
O -5.1544 3.3653 1.6594
C 3.9363 -4.5055 -1.1014
S 2.4803 -0.3195 -5.1366
H 7.0308 -2.3179 0.9096
H -1.4743 6.0126 -0.0373
H 0.1189 -2.9672 -14.0113
F 2.3135 -6.8548 -1.7046
H 5.0149 3.7964 8.0884
C -5.7810 -2.7791 0.3153
H -3.7465 -4.3771 -2.9601
H 3.5466 1.7111 8.2246
O -7.2426 -1.5792 -1.1590
S 7.4498 4.6220 3.0959
N -0.4193 6.9599 1.4108
H 4.0461 1.8328 2.7270
F 5.4904 5.7201 1.7520
C -3.1909 -4.6682 0.8484
H 0.5708 -3.7347 -4.9014
O 1.2346 1.7112 0.8418
C 6.0845 -2.4238 0.3790
H 1.1143 -5.3482 -5.7144
C -3.5571 -2.7749 7.9784
H 2.1952 -3.8279 -5.7015
C 6.9900 3.9650 7.3310
O 8.3335 4.9395 1.9837
H 2.9623 0.6045 3.3032
H 6.1232 -3.7242 -3.6036
H -3.4790 0.0469 -1.8721
H 2.4082 1.0083 5.8422
H -3.3511 -2.4399 -0.6793
C -6.1790 -4.2255 -1.6353
H 2.9793 2.0061 -1.0945
C 4.6475 2.7818 -4.1470
H 6.0014 -0.0344 6.3181
F 1.1784 -0.3570 -1.7615
H -1.4282 0.3987 -2.9730
H -1.4335 2.0549 -7.4465
H -3.1008 -5.5124 1.5321
H 4.8982 -0.2235 9.7773
O 2.4828 4.8309 -2.4786
F -6.9808 1.7948 0.0099
O -3.6566 2.7841 -0.2159
H 0.9552 3.3017 1.3041
N 0.9051 -3.5115 3.1809
H -5.8514 -4.8907 8.8333
H -4.2501 0.0962 5.7039
F 5.7107 3.6035 1.4697
O 7.7307 3.2404 3.6319
S -0.2056 -6.4319 -0.5645
H 6.4272 -4.3399 -0.2241
H -0.3389 9.0613 1.1652
C -0.4991 4.4455 0.7885
O 0.1718 -5.0295 -0.5325
C -0.6158 8.1914 0.5696
C -4.2668 -4.7346 6.9375
C -1.6901 6.8406 2.4366
C 5.4588 -4.3785 -3.0392
H 0.9238 6.1692 2.9149
H -1.6420 8.2456 0.2063
C -0.1898 -4.3876 2.9550
H 2.0011 5.4857 -2.9893
H 4.1664 5.2433 -3.5946
H 5.5463 3.3974 -4.1804
O -4.2206 -0.0565 -3.7655
H -3.6947 -1.9267 8.6326
H -0.9373 3.6906 3.9697
H -1.3473 -0.0297 -5.2486
H -1.7904 4.9527 -4.4377
H -0.1395 -2.1653 6.1285
O 2.8307 -0.1485 0.5308
H -3.4731 5.1310 -3.9029
H -0.6760 2.2257 6.0979
C -0.4205 2.5605 -4.1117
H -5.5408 -0.8756 -0.8340
C 4.0239 1.3186 7.3266
H 4.9005 1.7652 -4.4480
H 2.4457 2.2541 3.4996
O -1.0260 -6.7397 -1.7629
C 3.1963 1.9328 -2.1602
C 6.0474 1.3102 8.9620
H -3.7760 2.6975 -4.2812
C -0.0696 -2.8331 -7.1275
C -5.6550 -3.8276 8.6941
C 5.8881 -0.2002 9.3217
O -0.8767 -6.8214 0.7059
H -5.1979 -5.2579 6.7774
C 3.2650 1.6662 5.9883
H 3.5718 -4.1294 -0.1455
C -0.1986 -3.3628 -9.4832
C 3.3253 1.6105 3.5138
N -2.6766 2.4114 5.7132
C -3.1340 -3.6004 -2.5022
H -4.1071 1.4079 8.9196
H -4.0825 -5.6914 -0.7989
H 1.7008 -1.9639 4.3649
H -2.6274 0.6672 6.8089
C 1.4838 -7.4291 -0.7696
C 4.4423 -2.1789 -2.0721
H -2.2897 -4.4844 0.2633
H 7.6063 3.4769 6.5761
H -3.4803 -0.5621 2.1157
N 0.8041 -3.8975 -6.9630
C -3.1606 -1.0502 3.0364
H -2.2363 -1.5338 2.7204
H -6.3559 -3.3631 -2.2782
H 2.3128 2.3297 -2.6602
H -2.8701 -2.7964 -3.1892
H 4.0794 0.2373 7.4518
H -6.5938 -0.6565 0.5502
H -9.2547 -1.5681 -1.4505
H -2.7144 4.3300 4.9127
H 1.0170 -3.3884 -11.9937
H 0.3536 6.1176 -0.2534
H -2.3297 4.4242 -2.8293
H -4.9932 1.6418 7.5044
F 1.2726 -8.6500 -1.1946
C 2.0912 -3.5957 2.3961
C -3.8281 1.9486 4.8013
C -2.4294 -2.7481 7.1717
C 5.7053 4.5219 2.3480
H -4.2539 1.5622 -2.4361
H -1.8945 1.7995 -2.1210
H 1.6406 -3.0295 1.5809
H 5.4339 1.9817 -1.0020
H -2.9533 3.0743 -5.6746
C 6.2869 1.0145 6.3982
H -8.8036 -0.3116 -0.4134
H 2.7335 2.5846 6.2377
C -3.5995 0.7344 -2.7094
C -4.0250 0.4413 4.6948
C 0.9426 7.0349 2.2527
C 4.7026 4.1172 -1.9720
C -1.2853 -3.5936 5.0084
H 0.0146 3.0967 -4.9550
H -5.7587 1.1523 -4.6110
C -4.4134 -4.9743 -0.0476
H 2.9432 -3.1221 2.8837
H -4.6482 2.5325 5.2192
C -0.0404 -3.1695 -12.0141
C -1.2734 1.9062 5.2440
C -1.8207 0.9020 -5.5583
H -3.5964 2.3723 3.8241
O 5.0697 -2.8742 1.2980
H -1.5039 2.1767 3.1904
H 6.6768 -0.5892 9.9657
H 7.4625 3.8568 8.3073
H 6.1177 1.5056 5.4399
H -3.3532 -3.8353 1.5325
O 0.9884 -0.4682 2.0141
H 0.8746 -5.2227 -10.0378
C -1.2465 -4.4018 3.8536
H 7.0898 1.5754 9.1382
H -1.7186 -2.6516 -15.4329
H -2.3898 -1.2369 -14.8225
O -4.7370 4.9495 -0.1287
C -4.0815 1.9835 7.9944
S 1.4202 0.2386 0.7774
N 4.4863 2.6905 -2.6039
O 2.1860 1.1025 -4.8108
H 3.1014 0.8644 -2.3539
H -1.2579 4.1935 1.5293
N -4.4895 -3.7742 7.8478
F 2.8881 -1.6886 -7.5808
C -0.5057 -2.5347 -8.4359
C -0.8726 2.6025 3.9703
H -1.3085 -1.8124 -8.4277
H 3.6795 3.1283 -4.5091
H -2.1969 -3.9760 -2.0913
C -8.5442 -1.3423 -0.6554
H 3.1563 -4.3912 -1.8542
C 0.8536 -2.6256 4.2610
C 1.2011 -4.2662 -5.6143
H -5.0993 -2.6505 1.1561
H -8.8433 -1.8848 0.2415
H -2.8622 0.7262 -5.8275
C -0.8441 -3.1532 -10.8598
H 7.1245 -3.0961 -1.2547
H 0.0907 8.2206 -0.2600
H -3.6394 4.2567 6.4755
N -5.0647 -3.7252 -0.7318
H -5.2482 -5.2842 0.5811
F 1.8382 0.2701 -7.4750
H 4.9612 3.4804 6.4257
H -3.4216 -2.7131 -14.9162
H -4.0121 -1.7283 3.0947
H -0.4065 3.1511 -3.1957
H -7.0077 -4.5796 -1.0222
C -2.7388 1.7015 7.1345
C -5.6037 0.2081 -4.0890
H 3.6699 -2.3114 -2.8297
H -1.9123 -5.2349 3.6829
H -1.7609 -1.9175 7.3440
H -0.1019 -5.0005 2.0701
H 5.8176 -1.4269 0.0283
H 4.2889 -5.5356 -1.0497
H 1.8581 -5.4548 -7.7061
N -1.9303 -2.6621 -13.3129
N -1.7949 1.9158 -4.3731
C -2.2252 -3.0376 -10.9890
F 3.9626 0.1879 -7.4040
H 4.5833 -4.7507 -3.5712
C -0.2643 -2.6318 5.1625
H 4.5110 4.0446 -0.9014
H 0.3716 1.8639 -3.8370
H -5.5075 -3.2847 9.6277
S -4.8131 3.5590 0.2364
C -6.4104 2.8908 -0.6159
H 1.7702 7.0557 1.5437
H 6.7754 4.9635 6.9501
C 0.4627 -0.5441 -0.6771
H 5.5649 2.0014 9.6531
C 3.8388 5.2097 -2.5556
N 5.5024 1.7716 7.5383
C -0.5852 -2.9005 -13.1951
H -1.9168 2.0142 7.7783
H -0.9659 0.3999 -7.5463
C -2.6004 4.4782 -3.8838
F -0.7625 -0.0180 -0.7794
C -1.0652 1.2259 -6.8421
H -0.8736 3.9137 -0.0862
H -1.7834 7.7259 3.0656
O 0.7394 4.2335 1.3866
O -2.9697 -0.2949 4.1538
H -4.4666 -1.9922 -1.8957
H -2.6528 6.7506 1.9334
C -2.6580 -2.7343 -12.2221
H -5.6225 -4.9772 -2.1950
H -1.8330 4.3134 6.4465
H 5.8465 -0.8018 8.4137
O 3.7304 -0.8280 -4.5218
H 5.7468 4.3203 -2.2095
O 4.0355 1.9002 4.7895
C -2.8096 3.0927 -4.5943
C 5.6334 1.8843 -2.0691
C -2.3186 -3.5995 6.0427
H -4.2320 3.0459 8.1864
H 7.3530 1.2348 6.4530
H -5.0283 0.1753 4.3620
F 4.8064 4.2753 3.1958
C 2.8212 -0.4617 -7.0643
F 0.5188 -1.8906 -0.5722
H 5.5355 0.8164 -2.2641
H -2.8263 -3.0276 -10.0918
H -1.2244 0.8191 5.1808
H 4.1032 6.2065 -2.2027
H 6.0509 -5.2118 -2.6610
H 5.2541 -2.4954 2.1606
N 5.0281 -3.5559 -1.7186
F 2.0792 -7.3577 0.4748
C -0.4848 5.8555 0.3920
C -2.1724 1.1950 -2.9844
H -0.0369 1.5041 -6.6109
H 2.2891 -4.6142 2.0621
O 7.2025 5.6926 4.1302
H -6.4854 -3.4528 8.0958
F -7.2804 3.8634 -0.6059
H 0.1849 2.3680 3.8491
H 0.9766 7.9300 2.8738
H -0.3185 -2.3142 -6.2136
C 0.6679 -4.4811 -9.2804
H 5.2776 -1.7228 -2.6035
H 6.6015 2.2977 -2.3520
C 6.2100 -3.4115 -0.7523
C 1.2481 -4.6142 -8.0021
C 5.5826 3.2983 7.3025
C -2.7346 3.9679 5.9406
C -4.0037 -2.8677 -1.4403
H -1.3664 5.9413 2.9605
H -3.2001 -5.3754 5.2708
C -2.4337 -2.3168 -14.6815
H -6.5756 -3.3922 0.7407
H 4.1350 -1.6316 -1.1810
C -3.2397 -4.6268 6.0483
F -6.2503 2.6128 -1.9282
H -6.3283 0.1737 -3.2754
H -5.8874 -0.4863 -4.8798
H -3.6445 -2.3192 -12.3668
C -6.2874 -1.3713 -0.2135
O 1.3450 -1.2017 -4.8910
```

The value obtained for the HOMO-LUMO gap is 2.85 eV. As for the LUMO energy: -12.50 eV. As for the molecular weight: 2015.40 g mol⁻¹. As for the total charge: +6.


# 3
ORCA calculation (ωB97M-V/def2-TZVPD) on the molecule C5H6O.

```
12
Properties=species:S:1:pos:R:3
C 0.0755 -0.1661 -1.6109
O 1.0924 -0.7542 -1.6889
H -0.9675 -1.3453 -0.2484
C 1.8037 2.1637 0.3828
C -0.7629 -0.3149 -0.4390
H 0.6451 -0.9444 0.9423
C 1.2475 1.0323 0.5108
H 2.1788 0.4970 0.0826
C 0.1750 -0.0583 0.7404
H -0.3958 0.1520 1.6387
H -0.2695 0.6160 -2.2665
H -1.6710 0.2174 -0.3034
```

Its relative energy (zero: lowest compared OMol25 entry of this formula, charge and spin) is 107.2 kcal per mole. The value obtained for the HOMO-LUMO gap is 10.71 eV. As for the LUMO energy: 0.43 eV. As for the molecular weight: 82.10 g mol⁻¹. As for the total charge: 0.


# 4
ORCA calculation (ωB97M-V/def2-TZVPD) on a cluster of 15 separate species, C35H55N15O20 in total.

```
125
Properties=species:S:1:pos:R:3
O 4.4526 -3.0862 -5.5392
H 4.0052 -4.4980 1.6637
H -0.8505 1.5522 0.4422
H 4.3242 0.6423 -5.0043
H 4.5876 -4.1048 -2.5856
N 3.2965 0.9232 5.6635
H 2.1029 -2.2911 0.0825
H 5.3046 -5.1347 2.8005
C 4.6101 -3.1711 -3.1812
C 4.7033 -4.2868 2.4922
C -0.1807 0.7042 0.4884
H -4.7559 0.4936 1.1159
C -5.3308 0.5473 0.2110
H -1.8990 2.0097 -3.5878
H -6.6234 2.9048 -1.5969
C -4.3372 3.1236 3.4400
O 2.9463 -4.1963 -4.4591
H -1.0997 -0.3772 2.1640
C -3.0975 6.6105 1.4870
H -1.0340 -5.5307 -1.7524
N 0.7201 -5.5068 -0.7247
H 1.4594 -1.7178 4.5214
H -4.4502 -4.9026 -1.7804
H -3.2977 -4.4716 2.2475
O 3.9386 1.1475 -2.4758
N -3.0387 2.4165 3.7506
O 4.6196 -1.4828 -0.1912
H -4.7743 -1.4581 -0.3181
O -2.9872 1.2115 3.6238
H -0.9476 6.3890 1.0200
N 3.9674 -3.5382 -4.4818
O -2.0736 3.0664 4.0513
H -4.0890 4.1524 3.4378
O -2.0260 -0.2738 -2.1870
O 1.5958 -6.2905 -0.3432
C 1.0197 1.0732 6.4608
N 1.6673 3.3023 2.0444
O 0.7532 3.8364 1.4853
O 0.3418 -0.0534 -4.6852
N 0.9848 -1.0199 -4.3312
H -0.6434 -7.0643 -0.7048
H 0.3891 -2.9680 -4.3831
C 2.0701 3.6464 -1.7486
H 1.4225 3.8099 -0.8700
H -0.9040 -1.8804 -3.8958
H 5.3356 -3.4243 2.1826
C -6.2981 0.8468 -2.2879
H 4.4414 1.0461 -0.2695
C 0.5213 -1.4616 1.1952
C 0.6810 -0.0852 5.8049
H -5.2565 4.4540 0.2429
C -5.2495 -0.5208 -0.6725
O 5.2447 2.8071 -2.9072
N -4.2706 6.0275 1.2938
C 0.1219 -2.1292 -3.7854
N 4.5287 1.8813 -3.2096
H -1.2562 -5.4380 -0.1043
H 5.6465 -2.8819 -3.3716
H -1.1133 4.7431 -0.5172
H -3.1588 1.3324 -4.5425
H 2.3304 -0.2985 -1.3647
C -3.9347 -4.8420 0.2164
O 2.2022 -1.0885 -4.3339
O 2.8334 3.5364 1.7444
O 2.7383 -3.5166 3.5702
N -5.8410 1.7254 -0.1023
H -1.4737 -2.0143 -0.4995
N 4.9262 -0.7933 0.7404
H -4.4593 -5.7653 0.4376
O 5.1965 -1.1869 1.8873
C 4.7555 0.7761 0.7085
H 0.2416 1.6992 6.8896
H 0.4274 -2.1658 -2.7811
O 0.1180 4.1823 -2.9717
N -2.3122 -3.2749 0.8904
N 1.1674 3.6423 -3.0002
C -2.2316 -2.7897 -0.3246
C 1.5242 -1.4216 0.2332
H 2.6688 4.4987 -1.8833
C 1.5861 -0.2884 -0.5452
C -3.8664 -4.3347 -1.1005
N -2.4530 -0.0532 -3.2816
H 4.5869 2.4951 -5.2287
C -5.7117 -0.3826 -1.9652
H -2.8965 -2.9115 -2.3943
C 2.3457 1.4567 6.3792
H 2.6273 2.4311 6.8367
O -2.7357 -0.8610 -4.1958
H -0.3636 -0.5073 5.7966
C -2.0609 5.0447 -0.0316
H 2.1346 2.0398 3.7470
O 4.5329 -3.7299 4.7258
H -3.5689 1.6476 -2.9605
C -0.2927 -0.3661 1.3543
C -1.9730 6.0845 0.8498
N 0.7528 0.7576 -0.5015
H -5.0122 2.9339 4.2458
H 3.7127 -0.6112 4.3300
H -4.7181 2.7443 2.4580
H -5.5288 -1.0933 -2.7141
H -3.1380 7.4143 2.2132
H -6.6533 1.1505 -3.2746
H 4.0503 0.9720 1.4984
C 1.3358 2.3032 3.0816
O 1.6328 3.0765 -3.9691
H 0.9892 1.3490 2.6663
C -3.2703 4.4332 -0.2103
C -2.7429 1.3512 -3.6019
C -3.0242 -3.3249 -1.3906
H 0.5154 2.6793 3.6353
H 3.0813 1.7541 -4.7236
C 2.9041 -0.2493 5.0011
H 0.6150 -2.2618 1.9125
C -4.3096 4.9797 0.4629
C -6.3164 1.8758 -1.3427
N 3.9320 -3.8188 3.6827
H 4.0007 -2.3883 -2.6065
C -0.6634 -5.9846 -0.8548
H -3.4846 3.5925 -0.8503
H 2.6086 2.6882 -1.7408
C 1.6462 -0.8178 5.0986
H 5.6428 1.2672 1.0307
C -3.2289 -4.2017 1.1996
O 0.9960 -4.3319 -0.9839
C 4.1454 1.6385 -4.7127
```

Its relative energy (zero: lowest compared OMol25 entry of this formula, charge and spin) is 30.4 kcal per mole. The value obtained for the HOMO-LUMO gap is 9.39 eV. As for the LUMO energy: -0.27 eV. As for the molecular weight: 1005.91 g mol⁻¹. As for the total charge: 0.


# 5
ORCA calculation (ωB97M-V/def2-TZVPD) on a cluster of 14 separate species, H28O14 in total.

```
42
Properties=species:S:1:pos:R:3
O -46.6685 -19.0196 -17.4807
H -52.3832 -17.3430 -21.3385
H -50.3127 -18.6892 -19.7364
O -51.6489 -15.5768 -18.4253
H -48.4848 -19.1065 -20.8768
O -53.3747 -17.5347 -18.7573
H -46.2605 -18.7879 -16.6133
H -52.1904 -16.7584 -22.7648
H -47.2080 -18.6316 -21.8282
O -49.3564 -21.4300 -18.5519
H -52.8403 -16.8165 -18.5943
O -49.4144 -18.7280 -19.3144
H -49.3185 -19.7741 -15.3735
H -52.4150 -18.5678 -20.2158
H -47.6378 -19.2121 -17.0821
H -52.2413 -21.7766 -19.5754
H -49.4941 -18.3627 -15.1663
H -50.3461 -15.2758 -19.7160
H -50.8090 -21.5312 -19.5755
H -51.8607 -19.6842 -20.7839
O -49.4420 -18.9850 -15.9451
O -49.9178 -15.3293 -20.4878
O -51.7678 -18.7848 -20.7286
O -49.1272 -16.0780 -17.2148
O -52.6013 -16.5347 -21.9116
H -46.6077 -17.7745 -19.0054
H -50.9197 -15.9327 -17.8102
H -48.5785 -21.7597 -19.1613
O -46.8185 -16.7045 -19.1655
O -51.8331 -18.7741 -16.7809
H -50.8310 -18.9779 -16.6178
H -50.3417 -15.6783 -21.0779
H -49.3131 -20.4004 -18.7893
H -49.0274 -16.0299 -16.3219
O -51.4869 -21.4621 -20.1601
H -51.9201 -14.9890 -17.7706
H -49.1114 -15.3056 -17.4220
H -49.6972 -17.9550 -18.6391
H -52.8432 -18.2447 -18.2402
O -47.8987 -19.2902 -21.6203
H -47.6523 -16.6461 -18.4421
H -52.1438 -18.3741 -15.8941
```

Its relative energy (zero: lowest compared OMol25 entry of this formula, charge and spin) is 155.8 kcal per mole. The value obtained for the HOMO-LUMO gap is 8.69 eV. As for the LUMO energy: -1.33 eV. As for the molecular weight: 252.21 g mol⁻¹. As for the total charge: 0.


no.,HOMO (eV)
1,-8.7
2,-15.3
3,-10.3
4,-9.7
5,-10.0